# C19H55O11Ti

A molecular structure, C19H55O11Ti (ωB97M-V/def2-TZVPD, OMol25).

Atoms and positions in Å:
Ti  1.393  3.400  -0.761
C  0.006  -0.447  0.629
C  0.662  0.878  0.317
O  -0.078  1.908  0.169
O  1.905  0.977  0.233
H  0.456  -0.919  1.502
H  0.145  -1.091  -0.243
H  -1.066  -0.365  0.795
C  -3.353  2.851  0.022
O  -2.776  1.565  0.133
H  -4.169  2.772  -0.690
H  -3.710  3.267  0.970
H  -2.614  3.576  -0.331
H  -1.815  1.662  0.331
C  -3.531  -2.513  1.499
C  -4.970  -2.202  1.874
O  -5.798  -3.253  1.439
H  -3.503  -2.746  0.433
H  -3.130  -3.420  1.958
H  -2.859  -1.685  1.721
H  -5.234  -1.219  1.470
H  -5.049  -2.080  2.965
H  -6.715  -2.981  1.378
C  5.093  0.489  1.077
C  4.197  -0.325  1.965
O  3.223  0.527  2.619
H  5.846  -0.051  0.501
H  5.689  1.210  1.650
H  4.434  1.091  0.454
H  4.700  -0.807  2.803
H  3.522  -1.018  1.451
H  2.598  0.816  1.938
C  2.092  -0.694  -3.098
C  2.673  -1.922  -2.435
O  3.907  -1.561  -1.778
H  2.843  -0.175  -3.709
H  1.817  0.070  -2.371
H  1.279  -0.874  -3.805
H  2.785  -2.749  -3.134
H  1.962  -2.249  -1.669
H  3.627  -1.352  -0.879
C  -6.514  -0.948  -1.466
C  -5.371  0.056  -1.367
O  -4.178  -0.630  -1.013
H  -6.857  -1.137  -0.442
H  -6.348  -1.959  -1.839
H  -7.358  -0.529  -2.016
H  -5.657  0.760  -0.584
H  -5.216  0.605  -2.298
H  -3.547  0.014  -0.645
C  1.086  -2.391  3.554
C  -0.138  -3.268  3.404
O  0.039  -4.043  2.208
H  0.965  -1.344  3.261
H  1.942  -2.763  2.997
H  1.349  -2.263  4.608
H  -1.070  -2.703  3.281
H  -0.241  -3.984  4.231
H  -0.772  -4.507  1.983
C  4.237  3.038  -3.596
C  3.936  2.550  -2.199
O  3.715  3.635  -1.270
H  4.604  2.183  -4.162
H  5.051  3.768  -3.562
H  3.385  3.573  -4.011
H  4.757  1.931  -1.833
H  3.049  1.912  -2.210
H  4.514  3.831  -0.776
C  2.085  3.865  2.822
C  2.176  5.056  1.904
O  1.189  5.023  0.863
H  1.081  3.728  3.236
H  2.716  3.987  3.707
H  2.368  2.907  2.384
H  3.166  5.117  1.451
H  2.019  5.983  2.463
H  0.375  5.454  1.133
C  -0.753  -3.328  -3.097
C  -1.557  -2.389  -2.253
O  -2.885  -2.356  -2.765
H  0.285  -3.478  -2.787
H  -0.665  -3.077  -4.157
H  -1.246  -4.302  -3.075
H  -1.218  -1.348  -2.139
H  -1.553  -2.728  -1.205
H  -3.428  -1.859  -2.113

Calculated values
**Expectation value of S²**: 3.75
**Multiplicity**: 4
**Energy**: -66229.3711 eV
**Molecular weight**: 507.505 g/mol
**E_LUMO (spin up / spin down)**: 0.08 / -0.08 eV
**Orbital gap (spin up / spin down)**: 0.201 / 0.335 Eh
**Relative energy (zero: lowest compared OMol25 entry of this formula, charge and spin)**: 0.000 eV

And the Mulliken charges, in e, turn out to be:
1. Ti 0.0202
2. C 1.7015
3. C 1.1410
4. O -0.9021
5. O -0.2109
6. H -1.1263
7. H -0.4796
8. H -0.3611
9. C -0.7466
10. O -0.5194
11. H 0.2688
12. H 0.2794
13. H 0.2202
14. H 0.3772
15. C -0.2902
16. C -0.4098
17. O -0.5598
18. H 0.0385
19. H 0.4284
20. H -0.0766
21. H 0.1491
22. H 0.3670
23. H 0.3165
24. C -0.6430
25. C -0.1491
26. O -0.6232
27. H 0.3817
28. H 0.3979
29. H -0.2363
30. H 0.3783
31. H 0.0821
32. H 0.1527
33. C -0.2252
34. C -0.2200
35. O -0.5814
36. H 0.2725
37. H -0.4748
38. H 0.3794
39. H 0.3748
40. H 0.1055
41. H 0.2085
42. C -1.1295
43. C -0.3129
44. O -0.1784
45. H 0.1965
46. H 0.3111
47. H 0.3503
48. H 0.3125
49. H 0.3742
50. H 0.3026
51. C -1.0653
52. C -0.0162
53. O -0.5506
54. H 0.2239
55. H 0.2448
56. H 0.4428
57. H 0.1599
58. H 0.3809
59. H 0.2890
60. C -1.4499
61. C 1.1685
62. O -0.5276
63. H 0.4054
64. H 0.3891
65. H 0.2881
66. H 0.2118
67. H -0.6436
68. H 0.2784
69. C -0.4428
70. C -0.2845
71. O -0.3709
72. H 0.2884
73. H 0.3969
74. H -0.1038
75. H 0.1994
76. H 0.3842
77. H 0.2381
78. C -1.4743
79. C 0.6209
80. O -0.6219
81. H 0.3009
82. H 0.3153
83. H 0.3943
84. H 0.1013
85. H -0.0186
86. H 0.4152

# C19H56N2O9

9 unconnected molecules or ions with the total composition C19H56N2O9 (ωB97M-V/def2-TZVPD, OMol25).

Atoms and positions in Å:
C  5.666  -5.205  35.434
O  6.831  -6.056  35.382
H  5.741  -4.487  36.208
H  4.778  -5.793  35.444
H  5.717  -4.678  34.489
H  6.612  -6.847  34.867
C  3.782  -2.211  35.233
O  2.439  -1.747  35.348
H  4.343  -1.522  34.643
H  3.793  -3.167  34.676
H  4.261  -2.357  36.194
H  2.393  -0.856  35.706
C  3.745  0.994  36.366
O  2.361  0.774  36.478
H  4.059  0.712  35.348
H  4.285  0.332  37.044
H  4.002  1.971  36.616
H  1.941  1.569  36.149
C  -0.465  1.543  33.528
O  -0.545  2.643  32.663
N  0.565  0.819  33.742
N  -1.459  1.110  34.220
H  1.338  0.993  33.075
H  0.718  0.095  34.398
H  -2.295  1.741  34.228
H  -1.543  0.133  34.593
C  2.986  -5.634  32.868
C  2.999  -4.456  31.964
C  4.471  -3.976  31.631
O  2.442  -4.798  30.889
H  1.978  -5.905  33.222
H  3.432  -5.370  33.770
H  3.407  -6.469  32.398
H  2.460  -3.652  32.443
H  4.481  -3.170  30.894
H  5.024  -4.833  31.300
H  4.802  -3.591  32.577
H  1.528  -5.009  31.059
C  -0.176  -5.935  35.824
C  0.628  -4.703  36.206
C  2.032  -5.054  36.677
O  0.818  -3.924  35.250
H  -0.448  -6.439  36.760
H  0.407  -6.560  35.186
H  -1.141  -5.558  35.409
H  0.049  -4.219  37.052
H  2.725  -4.274  36.883
H  2.556  -5.617  35.874
H  2.002  -5.669  37.494
H  1.566  -3.336  35.458
C  6.992  -0.626  35.510
C  7.674  -1.569  34.490
C  8.867  -2.427  35.030
O  6.962  -2.341  33.871
H  6.304  -0.004  34.921
H  7.746  -0.085  36.108
H  6.385  -1.278  36.146
H  8.012  -0.886  33.741
H  9.451  -2.810  34.192
H  8.713  -3.220  35.746
H  9.642  -1.794  35.438
H  7.365  -2.811  33.145
C  -2.078  -0.729  36.868
C  -1.388  -1.814  36.060
C  -2.261  -3.010  35.871
O  -1.026  -1.499  34.893
H  -1.355  0.090  37.130
H  -2.465  -1.051  37.822
H  -2.937  -0.345  36.404
H  -0.457  -2.128  36.613
H  -2.376  -3.635  36.737
H  -1.880  -3.547  35.013
H  -3.261  -2.734  35.657
H  -0.351  -2.108  34.566
C  3.262  -0.888  31.996
C  2.842  0.489  31.560
C  1.544  0.511  30.815
O  2.811  1.310  32.487
H  3.096  -1.452  31.074
H  2.647  -1.394  32.740
H  4.235  -0.880  32.412
H  3.556  0.742  30.786
H  0.572  0.434  31.313
H  1.469  -0.226  30.087
H  1.522  1.382  30.194
H  3.681  1.539  32.862

Calculated values
**Multiplicity**: 1
**Energy**: -42011.2041 eV
**Molecular weight**: 456.662 g/mol
**SMILES**: NC(N)=O.CC(C)O.CC(C)O.CC(C)O.CC(C)O.CC(C)O.CO.CO.CO
**E_LUMO**: 0.22 eV
**Orbital gap**: 0.312 Eh
**Relative energy (zero: lowest compared OMol25 entry of this formula, charge and spin)**: 6.919 eV

And the Mulliken charges, in e, turn out to be:
1. C -0.3177
2. O -0.6003
3. H 0.2018
4. H 0.3423
5. H 0.1472
6. H 0.3090
7. C 0.2518
8. O -0.1177
9. H 0.0219
10. H -0.9094
11. H 0.6456
12. H 0.1499
13. C -0.6196
14. O -0.5808
15. H -0.0276
16. H 0.2457
17. H 0.5654
18. H 0.3274
19. C 0.3225
20. O -0.7671
21. N 0.1134
22. N -0.2845
23. H 0.4150
24. H 0.1799
25. H 0.2008
26. H 0.2626
27. C -0.8916
28. C 1.0980
29. C -1.1306
30. O -0.5910
31. H 0.2031
32. H -0.2642
33. H 0.5180
34. H -0.1869
35. H 0.3465
36. H 0.4982
37. H -0.0541
38. H 0.4116
39. C -1.6378
40. C 1.0716
41. C -1.6048
42. O -0.4250
43. H 0.3782
44. H 0.3927
45. H 0.3446
46. H 0.2694
47. H 0.4449
48. H 0.0912
49. H 0.6578
50. H -0.0999
51. C -0.9056
52. C 0.4295
53. C -1.5178
54. O -0.2443
55. H 0.1430
56. H 0.4491
57. H 0.1334
58. H 0.1660
59. H 0.4379
60. H 0.2915
61. H 0.4318
62. H 0.2563
63. C -1.9836
64. C 1.8360
65. C -1.6382
66. O -0.6551
67. H 0.3199
68. H 0.4615
69. H 0.5048
70. H -0.1252
71. H 0.4134
72. H 0.2468
73. H 0.5214
74. H 0.1348
75. C 0.0832
76. C -0.3491
77. C -1.4923
78. O -0.6464
79. H 0.3156
80. H -0.4399
81. H 0.2021
82. H 0.4033
83. H 0.2407
84. H 0.5046
85. H 0.3830
86. H 0.3705

# C19H56N4O7

7 unconnected molecules or ions with the total composition C19H56N4O7 (ωB97M-V/def2-TZVPD, OMol25).

Atoms and positions in Å:
C  -0.481  0.286  0.372
O  0.075  -0.019  1.616
H  -1.534  0.501  0.553
H  -0.054  1.175  -0.091
H  -0.344  -0.480  -0.392
H  0.077  0.819  2.085
C  -0.781  -5.465  4.269
O  0.559  -5.006  4.117
H  -1.517  -4.768  4.670
H  -1.105  -5.753  3.270
H  -0.897  -6.375  4.858
H  0.602  -4.110  3.775
C  -0.657  3.757  4.724
O  0.675  3.710  4.264
H  -1.070  4.720  4.426
H  -1.269  3.031  4.188
H  -0.724  3.704  5.811
H  1.291  4.221  4.796
C  6.428  1.855  -1.548
C  7.786  2.083  -0.731
C  7.435  2.078  0.862
O  8.590  2.262  1.688
C  9.162  3.538  1.492
N  8.585  0.912  -0.911
H  5.561  1.718  -0.902
H  6.550  1.055  -2.279
H  6.127  2.826  -1.942
H  8.380  2.905  -1.128
H  7.042  1.083  1.071
H  6.612  2.780  0.996
H  10.220  3.393  1.712
H  8.711  4.254  2.179
H  9.025  3.882  0.467
H  9.373  0.948  -0.280
H  8.117  0.061  -0.633
C  -4.924  5.442  0.104
C  -4.899  6.279  1.311
C  -3.898  7.501  1.242
O  -3.563  8.004  2.608
C  -2.345  8.752  2.650
N  -6.298  6.619  1.854
H  -5.871  4.918  -0.020
H  -4.085  4.746  0.111
H  -4.817  6.092  -0.764
H  -4.443  5.631  2.060
H  -4.253  8.236  0.520
H  -3.004  7.100  0.765
H  -2.270  9.308  3.585
H  -2.571  9.548  1.941
H  -1.476  8.125  2.449
H  -6.708  5.725  2.084
H  -6.846  6.809  1.027
C  -8.392  -5.372  -4.289
C  -8.809  -4.003  -3.651
C  -7.551  -3.133  -3.172
O  -6.876  -3.686  -2.018
C  -5.898  -2.941  -1.358
N  -9.467  -3.231  -4.696
H  -9.203  -5.783  -4.890
H  -8.042  -6.056  -3.517
H  -7.517  -5.176  -4.910
H  -9.389  -4.249  -2.761
H  -7.744  -2.083  -2.951
H  -6.797  -3.099  -3.958
H  -5.563  -3.355  -0.407
H  -6.300  -1.936  -1.224
H  -5.022  -2.988  -2.005
H  -9.079  -3.315  -5.624
H  -9.550  -2.240  -4.516
C  5.901  -6.321  -1.426
C  5.571  -4.829  -1.595
C  4.063  -4.537  -1.466
O  3.346  -5.314  -2.394
C  1.972  -5.263  -2.138
N  6.361  -4.127  -0.622
H  5.747  -6.701  -0.416
H  6.971  -6.467  -1.571
H  5.266  -6.967  -2.032
H  5.918  -4.565  -2.593
H  3.903  -3.470  -1.620
H  3.614  -4.642  -0.478
H  1.351  -5.809  -2.848
H  1.553  -4.256  -2.114
H  1.739  -5.736  -1.185
H  6.279  -4.617  0.258
H  7.361  -4.148  -0.765

Calculated values
**Multiplicity**: 1
**Energy**: -40897.3182 eV
**Molecular weight**: 452.678 g/mol
**SMILES**: COC[C@H](C)N.COC[C@H](C)N.COC[C@H](C)N.COC[C@H](C)N.CO.CO.CO
**E_LUMO**: 0.22 eV
**Orbital gap**: 0.327 Eh
**Relative energy (zero: lowest compared OMol25 entry of this formula, charge and spin)**: 3.827 eV

And the Mulliken charges, in e, turn out to be:
1. C -0.5238
2. O -0.4809
3. H 0.2403
4. H 0.2437
5. H 0.2184
6. H 0.2990
7. C -0.5242
8. O -0.5022
9. H 0.2450
10. H 0.2419
11. H 0.2368
12. H 0.3024
13. C -0.3944
14. O -0.5013
15. H 0.1751
16. H 0.1772
17. H 0.2609
18. H 0.2875
19. C -1.4708
20. C 0.4358
21. C -0.6936
22. O -0.3248
23. C -0.5987
24. N -0.7540
25. H 0.3289
26. H 0.4079
27. H 0.3492
28. H 0.3376
29. H 0.4072
30. H 0.3017
31. H 0.2295
32. H 0.2629
33. H 0.2884
34. H 0.2692
35. H 0.2217
36. C -1.4162
37. C 0.5524
38. C -0.7799
39. O -0.3509
40. C -0.7313
41. N -0.7126
42. H 0.4180
43. H 0.3358
44. H 0.3123
45. H 0.2282
46. H 0.3768
47. H 0.3769
48. H 0.2721
49. H 0.3278
50. H 0.2610
51. H 0.2719
52. H 0.2559
53. C -1.3869
54. C 0.4317
55. C -0.6517
56. O -0.3098
57. C -0.6722
58. N -0.6560
59. H 0.3862
60. H 0.3507
61. H 0.3187
62. H 0.2669
63. H 0.3650
64. H 0.2983
65. H 0.2211
66. H 0.2861
67. H 0.2803
68. H 0.2282
69. H 0.2433
70. C -1.4409
71. C 0.5199
72. C -0.7887
73. O -0.3108
74. C -0.7640
75. N -0.6985
76. H 0.3669
77. H 0.3791
78. H 0.3335
79. H 0.2518
80. H 0.3842
81. H 0.3306
82. H 0.2794
83. H 0.2812
84. H 0.3265
85. H 0.2688
86. H 0.2836

Which formula does entry 2 have? C19H56N2O9

relative energy (zero: lowest compared OMol25 entry of this formula, charge and spin) of number 2 (C19H56N2O9)? 6.919 eV

Which formula does entry 2 have? C19H56N2O9